{"formula": "C47H42I2N3O7PPbS2", "method": "the ωB97M-V functional and the def2-TZVPD basis", "lumo_ev": 3.4, "energy_ha": -4433.31038, "total_charge": -2, "homo_energy_ev": -2.373, "gap_ha": 0.2126, "e_above_lowest_ev": 0.220, "elements": ["Pb", "C", "O", "C", "C", "C", "C", "C", "C", "O", "C", "O", "C", "H", "H", "H", "H", "H", "H", "H", "H", "H", "C", "C", "C", "C", "C", "C", "P", "C", "C", "C", "C", "C", "C", "C", "C", "C", "C", "C", "C", "H", "H", "H", "H", "H", "H", "H", "H", "H", "H", "H", "H", "H", "H", "I", "C", "C", "C", "I", "C", "C", "C", "C", "N", "C", "C", "O", "H", "H", "H", "H", "S", "C", "N", "C", "C", "C", "N", "H", "H", "H", "H", "H", "H", "H", "H", "C", "C", "C", "C", "C", "C", "C", "S", "O", "O", "O", "H", "H", "H", "H", "H", "H", "H"], "positions_angstrom": [[0.951, 0.172, -0.625], [0.868, -2.214, 6.240], [2.185, -1.711, 6.204], [2.594, -1.145, 5.018], [3.814, -0.455, 5.066], [4.240, 0.174, 3.913], [3.520, 0.157, 2.715], [3.942, 1.058, 1.623], [5.425, 1.360, 1.458], [3.147, 1.624, 0.895], [2.328, -0.632, 2.626], [1.678, -0.855, 1.560], [1.881, -1.241, 3.847], [0.681, -2.516, 7.269], [0.744, -3.080, 5.584], [0.143, -1.450, 5.945], [4.367, -0.394, 5.994], [5.162, 0.744, 3.953], [6.049, 0.514, 1.743], [5.692, 2.230, 2.065], [5.597, 1.604, 0.412], [0.946, -1.780, 3.779], [-2.615, 2.737, 4.502], [-2.935, 3.615, 3.473], [-2.995, 3.157, 2.165], [-2.761, 1.814, 1.856], [-2.424, 0.948, 2.897], [-2.353, 1.407, 4.207], [-2.656, 1.337, 0.081], [-4.418, 1.376, -0.459], [-4.654, 0.866, -1.742], [-5.924, 0.888, -2.291], [-6.988, 1.433, -1.578], [-6.764, 1.948, -0.311], [-5.488, 1.920, 0.245], [-2.364, -0.469, 0.188], [-3.426, -1.348, 0.434], [-3.209, -2.713, 0.520], [-1.914, -3.200, 0.389], [-0.870, -2.315, 0.178], [-1.052, -0.934, 0.052], [-2.555, 3.093, 5.523], [-3.117, 4.661, 3.687], [-3.201, 3.856, 1.361], [-2.198, -0.087, 2.672], [-2.082, 0.720, 5.001], [-3.828, 0.430, -2.297], [-6.087, 0.483, -3.282], [-7.983, 1.448, -2.006], [-7.586, 2.369, 0.256], [-5.334, 2.313, 1.242], [-4.435, -0.968, 0.552], [-4.041, -3.390, 0.679], [-1.723, -4.269, 0.432], [0.135, -2.715, 0.089], [-0.277, 4.424, -4.048], [0.011, 4.498, -1.978], [0.167, 5.730, -1.347], [0.384, 5.796, 0.005], [0.606, 7.700, 0.875], [0.457, 4.619, 0.790], [0.710, 4.581, 2.181], [0.722, 3.390, 2.846], [0.484, 2.208, 2.128], [0.281, 2.208, 0.835], [0.269, 3.371, 0.144], [0.059, 3.257, -1.305], [-0.076, 2.141, -1.871], [0.111, 6.639, -1.931], [0.904, 5.507, 2.706], [0.920, 3.339, 3.909], [0.471, 1.244, 2.625], [4.471, -1.363, -0.874], [3.639, -2.767, -0.482], [2.641, -3.250, -1.241], [1.790, -4.355, -0.813], [1.715, -4.387, 0.705], [3.134, -4.501, 1.234], [3.961, -3.454, 0.648], [2.223, -2.587, -1.896], [2.208, -5.302, -1.174], [0.816, -4.215, -1.281], [1.112, -5.231, 1.045], [1.268, -3.460, 1.070], [3.540, -5.487, 0.980], [3.164, -4.401, 2.320], [4.577, -2.930, 1.246], [1.076, -0.644, -9.123], [0.766, -1.047, -7.703], [0.949, -2.353, -7.270], [0.622, -2.729, -5.971], [0.103, -1.792, -5.097], [-0.072, -0.473, -5.508], [0.259, -0.110, -6.801], [-0.338, -2.226, -3.420], [-1.622, -1.604, -3.195], [-0.309, -3.679, -3.351], [0.758, -1.610, -2.635], [1.532, -1.466, -9.674], [1.761, 0.207, -9.151], [0.165, -0.347, -9.648], [1.354, -3.089, -7.958], [0.758, -3.745, -5.623], [-0.461, 0.253, -4.803], [0.126, 0.919, -7.120]], "atomic_forces_ev_per_a": [[-0.07, 0.05, 0.06], [0.03, -0.02, 0.00], [-0.05, 0.03, 0.01], [0.04, -0.02, -0.06], [0.01, 0.00, -0.01], [-0.01, 0.00, 0.00], [0.10, 0.12, 0.01], [0.05, -0.04, -0.01], [-0.03, -0.05, 0.02], [0.09, -0.08, -0.05], [-0.04, -0.17, 0.12], [-0.15, 0.07, -0.09], [-0.01, -0.01, 0.03], [0.01, 0.01, 0.00], [0.01, -0.01, -0.02], [0.00, 0.00, 0.00], [-0.01, -0.01, -0.01], [0.00, 0.01, -0.01], [0.00, 0.02, 0.01], [0.00, -0.01, 0.01], [-0.02, 0.02, 0.00], [0.01, -0.03, -0.01], [-0.02, -0.01, -0.03], [-0.02, -0.03, 0.01], [0.01, 0.01, -0.02], [0.04, -0.01, 0.00], [-0.12, 0.00, -0.01], [-0.02, 0.00, 0.00], [-0.03, -0.02, -0.03], [0.03, -0.02, -0.01], [0.04, -0.01, 0.03], [-0.03, 0.02, 0.00], [0.02, -0.01, 0.03], [0.02, 0.01, -0.02], [-0.01, -0.03, 0.04], [-0.12, 0.02, 0.08], [0.01, -0.10, 0.04], [0.02, 0.06, -0.01], [0.02, 0.05, 0.02], [0.14, 0.00, -0.03], [-0.10, 0.22, -0.14], [0.01, 0.00, 0.00], [0.01, 0.01, -0.01], [0.01, 0.01, 0.00], [0.00, 0.00, 0.01], [0.01, 0.00, -0.01], [-0.03, 0.01, -0.01], [0.02, -0.02, 0.00], [0.00, 0.01, -0.01], [0.00, 0.00, 0.01], [0.00, -0.01, -0.01], [-0.01, 0.03, -0.02], [-0.01, 0.01, 0.00], [0.00, 0.00, 0.01], [-0.41, 0.26, -0.17], [-0.01, 0.03, 0.06], [0.01, -0.14, -0.09], [-0.03, -0.07, 0.09], [0.06, 0.19, 0.03], [-0.01, -0.08, -0.03], [-0.05, -0.11, 0.00], [0.01, 0.03, -0.05], [-0.04, -0.04, 0.02], [0.00, -0.01, -0.02], [0.11, 0.08, -0.07], [-0.03, 0.00, 0.06], [-0.08, 0.15, -0.04], [0.14, -0.08, 0.12], [0.01, -0.01, -0.03], [-0.04, 0.01, 0.01], [-0.03, 0.00, 0.00], [0.08, 0.01, -0.04], [0.19, 0.08, -0.08], [-0.24, -0.09, 0.18], [0.00, 0.19, 0.22], [0.02, 0.02, 0.01], [0.19, -0.03, 0.07], [-0.06, -0.01, -0.03], [0.01, 0.02, -0.12], [0.10, -0.18, -0.10], [-0.05, -0.03, -0.05], [0.07, -0.04, -0.03], [-0.01, -0.01, -0.01], [0.22, -0.18, 0.18], [0.04, -0.01, 0.02], [0.00, 0.08, 0.01], [0.03, -0.03, 0.00], [0.01, 0.01, 0.09], [-0.03, -0.01, -0.07], [0.02, -0.01, 0.02], [-0.03, 0.02, 0.01], [-0.06, 0.03, -0.01], [0.03, -0.04, 0.03], [0.01, 0.00, 0.02], [0.22, 0.06, 0.02], [-0.08, -0.01, 0.01], [0.01, 0.02, -0.06], [-0.16, -0.14, -0.05], [0.00, 0.00, 0.00], [0.00, -0.01, 0.00], [0.01, 0.00, -0.02], [-0.01, -0.01, 0.00], [-0.01, 0.00, -0.02], [0.00, 0.00, -0.03], [-0.01, -0.01, 0.02]], "lowdin_charge": [1.45, -0.11, -0.10, -0.30, -0.05, -0.06, -0.11, -0.43, -0.05, -0.01, -0.40, -0.21, 0.04, 0.08, 0.09, 0.09, 0.09, 0.10, 0.07, 0.08, 0.07, 0.10, -0.11, -0.10, -0.12, -0.37, -0.09, -0.10, 1.14, -0.37, -0.10, -0.09, -0.12, -0.11, -0.10, -0.43, -0.11, -0.10, -0.09, -0.16, -0.28, 0.09, 0.10, 0.11, 0.10, 0.09, 0.11, 0.10, 0.09, 0.09, 0.09, 0.10, 0.09, 0.09, 0.04, 0.81, -0.65, -0.26, -0.68, 0.79, -0.22, -0.05, -0.04, -0.14, 0.02, -0.16, -0.51, -0.25, 0.06, 0.05, 0.11, 0.11, 0.57, -0.88, 0.03, -0.17, -0.18, -0.19, 0.01, 0.07, 0.12, 0.09, 0.12, 0.09, 0.11, 0.11, 0.10, -0.07, -0.29, -0.06, -0.06, -0.26, -0.04, -0.04, 0.44, -0.32, -0.35, -0.49, 0.06, 0.07, 0.07, 0.10, 0.10, 0.12, 0.11]}

{"formula": "C47H42N6O2S3W", "method": "the ωB97M-V functional and the def2-TZVPD basis", "lumo_ev": [-6.2, -6.3], "energy_ha": -3556.51094, "total_charge": 2, "s_squared": 2.014, "multiplicity": 3, "homo_energy_ev": [-12.802, -12.878], "gap_ha": [0.2410, 0.2417], "e_above_lowest_ev": 0.000, "elements": ["W", "S", "C", "C", "C", "C", "C", "C", "N", "C", "C", "C", "C", "C", "C", "C", "C", "N", "C", "C", "C", "C", "C", "S", "C", "H", "H", "H", "H", "H", "H", "H", "H", "H", "H", "H", "H", "O", "C", "C", "C", "C", "C", "C", "C", "C", "N", "H", "H", "H", "H", "H", "H", "H", "H", "H", "H", "H", "C", "C", "N", "C", "C", "C", "S", "N", "C", "O", "C", "C", "C", "C", "C", "C", "H", "H", "H", "H", "H", "H", "H", "H", "H", "H", "H", "H", "H", "H", "H", "N", "C", "C", "C", "C", "C", "C", "C", "H", "H", "H", "H"], "positions_angstrom": [[0.184, 0.171, 0.692], [-4.668, 7.144, -0.150], [-4.944, 7.968, 1.314], [-4.230, 7.435, 2.346], [-3.443, 6.334, 1.940], [-3.576, 6.052, 0.603], [-2.926, 4.984, -0.147], [-1.766, 4.381, 0.348], [-1.167, 3.389, -0.291], [-1.609, 2.879, -1.465], [-2.714, 3.500, -2.066], [-3.129, 3.085, -3.369], [-2.413, 2.162, -4.039], [-1.275, 1.527, -3.442], [-0.473, 0.653, -4.192], [0.671, 0.132, -3.646], [0.870, 0.373, -2.270], [0.074, 1.086, -1.487], [-0.929, 1.795, -2.109], [1.616, -0.707, -4.367], [2.908, -1.010, -4.016], [3.540, -1.860, -4.953], [2.722, -2.187, -5.993], [1.187, -1.463, -5.851], [-3.367, 4.531, -1.376], [-5.617, 8.811, 1.338], [-4.272, 7.813, 3.356], [-2.832, 5.761, 2.625], [-1.290, 4.704, 1.262], [-3.992, 3.558, -3.819], [-2.681, 1.882, -5.050], [-0.753, 0.450, -5.219], [1.697, -0.109, -1.774], [3.402, -0.631, -3.131], [4.561, -2.203, -4.869], [2.945, -2.810, -6.845], [-4.243, 4.974, -1.835], [0.623, 1.967, 1.281], [1.302, 2.395, 2.472], [0.318, 2.541, 3.625], [-0.644, 1.354, 3.732], [0.059, 0.029, 3.849], [0.328, -0.504, 5.105], [0.952, -1.728, 5.224], [1.299, -2.415, 4.068], [1.027, -1.833, 2.854], [0.428, -0.629, 2.735], [-0.316, 2.992, 0.162], [1.794, 3.341, 2.245], [2.075, 1.663, 2.711], [-0.261, 3.462, 3.528], [0.892, 2.640, 4.550], [-1.317, 1.326, 2.877], [-1.274, 1.475, 4.613], [0.021, 0.051, 5.982], [1.155, -2.148, 6.201], [1.767, -3.389, 4.098], [1.275, -2.332, 1.930], [5.261, -2.174, 2.834], [5.219, -1.623, 1.419], [4.216, -2.291, 0.580], [4.499, -3.701, 0.236], [3.633, -4.679, 1.014], [3.130, -1.701, 0.112], [2.777, -0.055, 0.539], [2.409, -2.426, -0.784], [1.125, -2.318, -0.938], [0.359, -1.628, -0.147], [0.454, -3.022, -2.039], [1.194, -3.815, -2.918], [0.564, -4.433, -3.983], [-0.803, -4.262, -4.174], [-1.543, -3.478, -3.299], [-0.919, -2.857, -2.229], [5.954, -1.582, 3.431], [5.601, -3.209, 2.865], [4.275, -2.115, 3.302], [6.179, -1.760, 0.917], [5.009, -0.560, 1.431], [5.555, -3.859, 0.448], [4.346, -3.822, -0.834], [3.797, -4.590, 2.088], [3.879, -5.700, 0.721], [2.576, -4.517, 0.802], [2.256, -3.937, -2.759], [1.135, -5.051, -4.663], [-1.294, -4.750, -5.006], [-2.609, -3.360, -3.443], [-1.493, -2.251, -1.540], [-7.100, -1.748, 1.548], [-6.007, -1.418, 1.425], [-4.639, -1.007, 1.270], [-4.343, 0.219, 0.686], [-3.020, 0.602, 0.529], [-1.950, -0.195, 0.958], [-2.292, -1.424, 1.550], [-3.606, -1.836, 1.699], [-5.147, 0.862, 0.353], [-2.849, 1.561, 0.063], [-1.524, -2.106, 1.890], [-3.836, -2.793, 2.147]], "atomic_forces_ev_per_a": [[0.25, 0.63, 0.39], [-0.01, 0.03, -0.01], [-0.01, 0.02, 0.00], [-0.01, 0.01, 0.03], [-0.04, 0.00, -0.07], [0.03, -0.01, 0.11], [0.07, 0.04, 0.12], [-0.04, 0.12, 0.12], [0.38, -0.13, 0.25], [0.03, -0.09, -0.13], [0.02, 0.03, 0.11], [-0.04, -0.03, -0.10], [-0.07, 0.04, -0.03], [0.06, 0.01, 0.10], [-0.10, 0.04, -0.09], [0.01, 0.05, 0.10], [-0.16, -0.13, 0.10], [0.01, 0.03, -0.13], [0.08, -0.18, -0.01], [0.08, -0.01, -0.05], [-0.04, 0.00, 0.01], [0.04, -0.03, -0.02], [-0.01, 0.02, -0.03], [0.02, -0.02, -0.01], [-0.05, -0.07, -0.15], [0.02, -0.02, -0.01], [0.00, 0.00, -0.01], [0.01, 0.00, -0.02], [-0.01, 0.02, 0.01], [0.00, 0.00, 0.02], [0.01, 0.01, 0.01], [0.04, -0.02, 0.00], [0.07, 0.01, -0.02], [-0.03, 0.02, -0.01], [-0.02, 0.00, 0.00], [0.00, 0.02, 0.02], [0.00, 0.02, 0.01], [-0.23, -0.31, -0.27], [-0.17, -0.06, -0.07], [0.07, 0.01, 0.06], [0.04, -0.09, 0.09], [-0.07, 0.07, 0.11], [-0.04, 0.04, -0.04], [0.03, -0.06, 0.03], [-0.01, 0.00, 0.00], [-0.01, 0.04, 0.09], [0.02, -0.03, -0.37], [-0.25, -0.08, -0.09], [0.03, 0.02, 0.07], [0.03, -0.04, 0.01], [-0.04, -0.03, -0.06], [0.02, 0.02, -0.02], [-0.04, 0.01, -0.05], [0.01, 0.05, 0.01], [0.01, -0.01, -0.01], [0.00, 0.00, -0.02], [0.00, 0.02, 0.02], [0.01, -0.03, -0.02], [-0.01, 0.00, 0.04], [0.01, 0.00, -0.05], [0.01, -0.04, -0.02], [-0.03, 0.10, -0.03], [0.02, -0.05, 0.01], [0.01, -0.19, -0.04], [-0.07, 0.22, -0.07], [0.06, 0.16, 0.12], [0.05, -0.12, 0.04], [-0.27, 0.06, 0.12], [0.01, -0.01, -0.08], [-0.03, -0.02, 0.02], [0.00, -0.02, 0.03], [0.00, -0.04, -0.02], [-0.03, 0.01, 0.01], [0.04, -0.03, -0.05], [0.01, -0.02, -0.01], [-0.02, 0.00, -0.01], [0.01, 0.02, -0.01], [0.01, 0.00, 0.05], [-0.02, 0.02, -0.01], [0.00, -0.02, 0.02], [-0.01, 0.00, 0.00], [0.00, 0.01, -0.01], [0.00, 0.02, 0.01], [0.00, -0.01, -0.02], [0.00, 0.01, 0.00], [-0.01, 0.01, 0.00], [0.00, 0.01, 0.01], [0.01, -0.01, -0.01], [0.01, 0.01, 0.03], [0.08, 0.04, -0.02], [-0.15, -0.05, 0.03], [0.03, -0.01, -0.01], [0.01, 0.01, 0.02], [-0.03, 0.03, 0.07], [0.27, -0.09, -0.20], [-0.09, 0.01, -0.08], [0.03, 0.02, 0.01], [0.00, -0.01, 0.00], [0.03, 0.03, 0.01], [0.05, -0.01, -0.01], [-0.01, 0.01, -0.01]], "mulliken_spin": [1.67, 0.00, 0.00, 0.00, 0.00, 0.00, 0.00, 0.00, 0.00, -0.01, 0.00, 0.00, 0.00, -0.01, 0.01, -0.01, 0.04, 0.09, -0.02, 0.00, 0.00, 0.00, 0.00, 0.00, 0.00, 0.00, 0.00, 0.00, 0.00, 0.00, 0.00, 0.00, -0.04, 0.00, 0.00, 0.00, 0.00, 0.05, 0.04, -0.01, 0.06, -0.02, -0.01, 0.01, -0.02, -0.03, -0.05, 0.01, -0.01, 0.00, 0.00, 0.00, -0.01, 0.00, 0.00, 0.00, 0.00, 0.05, 0.00, 0.00, 0.02, 0.00, 0.00, 0.02, 0.01, 0.01, 0.02, -0.02, -0.01, 0.00, 0.00, 0.00, 0.00, 0.00, 0.00, 0.00, 0.00, 0.00, 0.00, 0.00, 0.00, 0.00, 0.00, 0.00, 0.00, 0.00, 0.00, 0.00, 0.00, 0.01, 0.00, 0.02, -0.01, 0.02, 0.02, 0.04, -0.01, 0.00, 0.05, 0.01, 0.00]}